(1)
The following is a DFT calculation (ωB97M-V/def2-TZVPD) of a cluster of 3 separate species, C5H14N4O2P in total at a distorted geometry.

Results
**Frontier orbital gap**: 10.87 eV
**Calculated total energy**: -24750.71122 eV
**E_LUMO**: -2.43 eV

```
! RIJCOSX wB97M-V def2-TZVPD def2/J DEFGRID3
* xyz 1 1
H 0.712 2.136 -0.996
H -2.058 -0.461 -1.761
H -2.208 0.897 2.246
N -1.860 -0.418 -0.796
N 0.856 -0.056 -0.375
C 2.433 1.581 0.357
H -0.520 -1.065 -3.052
C -2.242 0.117 1.497
C 0.872 1.367 -0.067
H -2.232 1.590 -0.007
C 2.092 -0.615 -0.294
H 1.524 -2.505 -0.591
H 3.891 0.019 0.344
N -0.933 -0.606 1.453
H -3.691 0.494 -0.219
C -2.558 0.529 0.067
P -0.612 -1.162 -0.131
O 2.367 -1.897 -0.503
N 2.946 0.258 0.157
O -0.214 -2.514 -0.277
H 2.773 2.297 -0.440
H 2.760 1.973 1.403
H -0.903 -1.289 2.215
H -3.027 -0.611 1.877
H 0.051 1.701 0.586
H -0.219 -1.760 -2.694
*
```

Results of the natural (NBO) charge analysis, in e, for atoms 1 through 2:
1 H 0.218
2 H 0.442

=====

(2)
The following is a DFT calculation (ωB97M-V/def2-TZVPD) of a structure of composition C41H34N3O2P2Pd.

Results
**Frontier orbital gap**: 6.28 eV
**Calculated total energy**: -73693.78581 eV
**E_LUMO**: 2.57 eV

```
! RIJCOSX wB97M-V def2-TZVPD def2/J DEFGRID3
* xyz -1 1
C 1.665 0.077 -3.235
H -1.337 -4.899 -0.569
C -3.757 4.235 2.335
C -0.377 -2.663 3.315
C 1.136 -3.892 -1.048
C 2.584 -5.785 -1.427
H 0.015 4.541 3.065
C -3.310 5.136 3.294
N -0.696 1.019 1.900
H -3.292 -4.341 3.730
C -1.480 3.546 1.902
H 0.521 3.006 -6.614
H 4.342 0.569 4.863
H 2.776 -6.845 -1.315
C 0.280 -0.367 -6.702
C 3.230 -3.614 -2.200
N 1.865 -1.653 -1.742
C 3.263 0.468 4.862
H -0.037 -1.174 -7.354
C 1.974 2.487 -2.905
C -1.953 5.247 3.557
H 0.594 0.669 6.935
C 1.404 -5.249 -0.917
H -0.209 1.188 -8.127
C 1.216 0.025 3.657
P -0.221 2.466 1.091
H 4.409 -5.387 -2.482
H 0.690 -5.899 -0.432
H 3.141 0.023 2.749
C 0.765 -0.664 -5.451
C -2.187 -1.468 2.303
H -4.816 4.148 2.124
H -0.485 -4.540 0.959
H -0.876 -4.512 4.269
C 1.506 2.744 -4.139
H 0.679 -2.750 3.549
H -0.861 0.147 -0.602
C 0.588 1.969 -6.301
C 1.191 0.356 -4.569
C 2.545 0.651 6.033
H -1.412 1.136 2.606
N 1.760 -1.257 -2.936
C -2.606 -3.564 3.415
C -1.046 4.456 2.862
C -1.142 1.036 -1.159
C -0.830 -1.546 2.609
H 3.931 -2.950 -2.689
O 2.542 0.985 -1.209
H -2.180 1.974 -4.246
P 0.404 -0.301 2.025
C 0.504 0.212 4.842
C -1.251 -3.658 3.718
H -2.556 -0.626 1.731
Pd 1.539 -0.489 0.249
H -3.197 2.752 0.890
H -4.020 5.753 3.831
C 1.160 0.525 6.022
H -4.119 -2.385 2.455
C 0.182 0.962 -7.143
C 3.494 -4.974 -2.077
C -3.068 -2.467 2.705
C 2.075 1.136 -2.364
C 2.074 -3.060 -1.679
H 3.059 0.894 6.955
C -1.001 2.287 -0.565
H -1.599 5.949 4.301
H -0.576 0.105 4.843
C -2.848 3.447 1.645
O -0.012 -3.302 -0.639
C -0.936 -4.101 0.066
H 2.277 3.278 -2.229
H 1.419 3.767 -4.491
C 1.093 1.690 -5.021
H -1.974 4.208 -3.190
H -1.186 4.409 -0.869
C 2.599 0.158 3.680
H -1.630 -0.053 -2.936
C -1.567 0.926 -2.476
H -1.741 -3.437 0.370
C -1.302 3.425 -1.312
C -1.873 2.062 -3.211
H 0.825 -1.690 -5.119
C -1.746 3.314 -2.621
*
```

Results of the Mulliken charge analysis, in e, for atoms 1 through 2:
1 C -0.476
2 H 0.520

=====

(3)
The following is a DFT calculation (ωB97M-V/def2-TZVPD) of a structure of composition C28H31N8O4OsPS2.

Results
**Frontier orbital gap (spin up / spin down)**: 6.82 / 5.13 eV
**Calculated total energy**: -83070.42628 eV
**Expectation value of S²**: 8.8024
**E_LUMO (spin up / spin down)**: -2.67 / -6.03 eV

```
! RIJCOSX wB97M-V def2-TZVPD def2/J DEFGRID3
* xyz 1 6
C -2.528 -0.348 -2.097
N -5.899 3.621 -3.776
C -1.151 -1.912 1.335
C -2.309 1.341 -3.511
H 5.730 -3.360 -1.096
C -5.563 3.780 -2.447
N -5.626 2.434 -4.130
H 6.725 -0.860 3.329
O 4.448 -1.181 -0.299
H 4.650 -4.513 -0.302
H -5.097 -0.283 -2.575
C -3.044 5.095 2.390
C -2.255 5.168 1.268
Os 0.368 -0.285 -0.585
P 3.777 0.234 0.068
H -2.110 6.097 0.733
C -4.567 2.419 -0.674
H -3.944 -1.103 -0.678
N -1.011 -0.604 0.905
C -1.773 2.797 1.461
H -4.265 3.480 1.140
O 4.563 0.797 1.345
S 1.913 -0.384 1.060
O -0.823 4.182 -0.284
C -3.210 3.884 3.079
C 4.368 -2.477 0.313
C -3.174 -1.467 -1.361
H -1.095 -4.603 1.650
H 1.211 -5.259 -1.915
H 4.341 -0.872 2.570
C -5.633 4.902 -1.622
H -6.032 5.838 -1.988
H -4.153 1.489 -0.304
C -1.128 1.111 -2.902
H 4.716 0.654 3.365
H 1.334 -2.800 -2.214
C -5.053 2.570 -1.973
H -5.193 5.603 0.337
H -3.823 3.844 3.969
H -0.189 1.616 -3.034
N -1.265 0.051 -2.019
H -3.537 5.989 2.750
C -0.557 -4.246 0.783
C 6.428 -0.294 2.446
C -0.494 -2.850 0.551
C 4.716 -3.512 -0.730
N -1.570 0.403 1.523
H -2.615 2.072 -4.239
C 0.047 -5.115 -0.087
C 0.796 -3.236 -1.383
C -2.591 2.757 2.612
C -5.163 4.758 -0.338
C -1.166 1.581 0.977
H -0.006 -6.181 0.084
H -0.376 3.337 -0.476
N -3.188 0.413 -2.997
H -2.707 1.811 3.122
C -1.593 4.031 0.797
H -2.436 -2.007 -0.781
H 5.071 -2.516 1.146
C 4.953 0.031 2.505
C -4.624 0.427 -3.250
H 4.036 -3.444 -1.579
N -5.134 1.748 -3.063
C 0.728 -4.608 -1.201
N 0.225 -2.370 -0.551
O -0.283 1.608 0.020
H -1.739 -2.151 2.211
H 3.358 -2.625 0.705
C -4.635 3.538 0.125
H -4.840 0.152 -4.281
H -3.637 -2.171 -2.053
H 7.016 0.622 2.409
H 6.659 -0.884 1.558
S 1.816 0.080 -2.201
*
```

Results of the Mulliken charge analysis, in e, for atoms 1 through 2:
1 C 0.850
2 N -0.518

=====

In the order shown, the computed relative energy (zero: lowest compared OMol25 entry of this formula, charge and spin) values come out to 0.261; 0.000; 1.190 eV.